Density functional theory data (ωB97M-V/def2-TZVPD) for C22H31N2NaO3 as an isolated structure at a distorted geometry.

Positions of all 59 atoms, in Å:
Na1 -2.508 3.271 16.590
C1 -3.563 1.741 20.685
C2 -2.704 1.945 19.403
C3 -1.227 1.866 19.743
O1 -3.198 3.236 18.845
C4 -2.972 0.917 18.348
O2 -3.631 -0.040 18.846
O3 -2.540 1.089 17.220
H1 -3.519 2.630 21.349
H2 -3.106 0.918 21.249
H3 -4.600 1.582 20.612
H4 -0.867 2.716 20.250
H5 -0.596 1.775 18.860
H6 -1.236 0.925 20.266
H7 -4.109 3.336 19.228
C5 -2.829 10.917 15.618
C6 -3.602 9.840 14.863
C7 -5.088 10.191 14.930
C8 -3.108 9.972 13.371
C9 -3.410 8.389 15.367
C10 -4.198 7.835 16.402
C11 -3.975 6.548 16.868
N1 -2.957 5.745 16.419
C12 -2.370 6.190 15.271
C13 -2.410 7.568 14.922
C14 -1.601 5.328 14.374
C15 -1.252 5.774 13.073
C16 -0.217 5.142 12.361
C17 0.280 3.962 12.966
C18 -0.279 3.463 14.124
N2 -1.184 4.131 14.833
C19 0.288 5.688 11.069
C20 0.138 7.192 11.082
C21 1.808 5.381 10.909
C22 -0.459 5.043 9.893
H8 -3.019 11.862 15.191
H9 -1.741 10.689 15.707
H10 -3.219 10.966 16.676
H11 -5.264 11.216 14.498
H12 -5.501 10.161 15.956
H13 -5.675 9.442 14.328
H14 -3.350 11.012 13.055
H15 -3.731 9.321 12.742
H16 -2.046 9.910 13.154
H17 -4.908 8.455 16.929
H18 -4.548 6.168 17.727
H19 -1.578 8.011 14.315
H20 -1.702 6.689 12.636
H21 1.026 3.335 12.466
H22 -0.111 2.433 14.483
H23 0.432 7.642 12.030
H24 -0.830 7.603 10.725
H25 0.887 7.602 10.433
H26 2.427 5.962 11.600
H27 1.994 5.817 9.886
H28 2.024 4.326 10.906
H29 -1.522 4.879 10.089
H30 -0.006 4.101 9.624
H31 -0.338 5.741 9.001

Forces on atoms 1 to 2 (eV/Å):
Na -0.129 -0.252 0.477
C 2.345 0.488 1.005

Output
Multiplicity: 1
Charge: 0
HOMO: -7.20 eV
ΔE to the lowest compared entry with this formula, charge and spin: 172.62 kJ/mol

In the natural (NBO) picture, each atom carries the following charge in e: 0.9303, -0.6248, 0.1569, -0.6324, -0.7948, 0.7236, -0.7386, -0.8150, 0.1816, 0.2254, 0.2206, 0.2068, 0.2154, 0.2331, 0.4804, -0.5956, -0.0850, -0.6065, -0.6125, 0.0519, -0.2556, 0.0376, -0.4508, 0.1835, -0.2409, 0.1600, -0.2436, 0.0545, -0.2058, 0.0342, -0.4811, -0.0995, -0.6178, -0.5960, -0.5948, 0.2141, 0.2154, 0.2077, 0.2196, 0.2142, 0.2171, 0.2127, 0.2131, 0.2153, 0.2218, 0.2090, 0.2272, 0.2340, 0.2152, 0.2157, 0.2158, 0.2177, 0.2185, 0.2181, 0.2108, 0.2119, 0.2209, 0.2162, 0.2135

Density functional theory data (ωB97M-V/def2-TZVPD) for a 2-piece molecular cluster, CH3O2S overall at a distorted geometry.

Positions of all 7 atoms, in Å:
S1 2.376 0.216 0.659
H1 2.124 1.113 1.632
O1 -2.359 -0.329 -1.575
C1 -1.449 -0.236 -0.741
O2 -1.183 -0.911 0.263
H2 -0.673 0.556 -1.165
H3 1.164 -0.411 0.928

Forces on atoms 1 to 2 (eV/Å):
S -1.001 -0.306 0.590
H 0.171 -0.078 -0.193

Output
Multiplicity: 1
Charge: -1
HOMO: -3.76 eV
ΔE to the lowest compared entry with this formula, charge and spin: 72.67 kJ/mol

In the natural (NBO) picture, each atom carries the following charge in e: -0.3677, 0.1285, -0.7824, 0.6380, -0.7974, -0.0427, 0.2238

Density functional theory data (ωB97M-V/def2-TZVPD) for a 2-piece molecular cluster, C4H10O2S overall at a distorted geometry.

Positions of all 17 atoms, in Å:
C1 1.772 -1.384 -0.408
C2 -1.395 1.484 0.753
C3 2.014 0.073 -0.247
C4 -1.314 0.383 -0.264
O1 2.041 0.616 0.935
O2 -2.059 0.662 -1.398
S1 -1.635 -1.256 0.421
H1 1.229 -1.699 0.363
H2 1.404 -1.605 -1.429
H3 2.659 -2.013 -0.446
H4 -0.953 2.323 0.486
H5 -2.498 1.832 1.085
H6 -1.017 1.230 1.653
H7 2.530 0.552 -0.954
H8 1.208 0.316 1.330
H9 -2.987 0.463 -1.247
H10 -0.998 -1.977 -0.635

Forces on atoms 1 to 2 (eV/Å):
C 2.387 1.287 -3.644
C -4.820 -2.063 -0.094

Output
Multiplicity: 1
Charge: 0
HOMO (spin up / spin down): -6.78 / -8.27 eV
ΔE to the lowest compared entry with this formula, charge and spin: 552.85 kJ/mol

In the natural (NBO) picture, each atom carries the following charge in e: -0.6968, -0.6888, 0.1509, 0.2049, -0.6584, -0.7372, -0.0924, 0.2048, 0.2200, 0.2095, 0.2274, 0.1988, 0.2083, 0.1366, 0.4770, 0.4754, 0.1600

Density functional theory data (ωB97M-V/def2-TZVPD) for C19H27N9RuS as an isolated structure.

Positions of all 57 atoms, in Å:
Ru1 1.395 -0.411 0.542
C1 3.584 -4.700 2.834
C2 4.049 -3.690 1.856
N1 5.192 -3.670 1.249
N2 5.182 -2.580 0.437
C3 4.055 -1.908 0.515
S1 3.515 -0.461 -0.285
N3 3.306 -2.591 1.405
N4 2.021 -2.123 1.763
H1 4.434 -5.027 3.431
H2 3.174 -5.567 2.314
H3 2.830 -4.294 3.510
H4 6.002 -2.377 -0.128
H5 1.363 -2.901 1.685
H6 2.050 -1.851 2.751
N5 -1.682 8.522 -4.770
C4 -1.256 7.669 -4.104
C5 -0.741 6.636 -3.318
C6 0.605 6.701 -2.847
C7 1.094 5.688 -2.074
C8 0.260 4.594 -1.755
C9 -1.070 4.510 -2.219
C10 -1.572 5.517 -2.991
N6 0.785 3.566 -0.940
C11 1.797 3.725 -0.001
C12 2.058 2.498 0.491
N7 1.210 1.571 -0.123
C13 0.461 2.245 -0.971
H7 1.220 7.548 -3.125
H8 2.121 5.712 -1.740
H9 -1.704 3.684 -1.931
H10 -2.593 5.504 -3.350
H11 2.209 4.686 0.252
H12 2.785 2.212 1.233
H13 -0.267 1.824 -1.645
C14 -3.780 -3.184 2.020
C15 -3.865 -2.061 1.000
N8 -2.595 -1.874 0.219
C16 -2.635 -2.457 -1.151
C17 -2.650 -3.976 -1.155
C18 -1.575 -1.252 0.736
C19 -1.651 -0.588 2.075
N9 -0.360 -1.173 0.096
H14 -4.731 -3.233 2.550
H15 -3.007 -3.016 2.770
H16 -3.607 -4.149 1.551
H17 -4.115 -1.108 1.462
H18 -4.631 -2.267 0.256
H19 -1.808 -2.063 -1.741
H20 -3.543 -2.051 -1.599
H21 -1.797 -4.391 -0.617
H22 -2.598 -4.318 -2.188
H23 -3.567 -4.373 -0.725
H24 -2.525 0.058 2.150
H25 -0.766 0.026 2.249
H26 -1.727 -1.325 2.875
H27 -0.340 -1.686 -0.785

Forces on atoms 1 to 2 (eV/Å):
Ru -0.001 0.063 0.004
C -0.015 0.065 0.011

Output
Multiplicity: 5
Charge: +4
HOMO (spin up / spin down): -20.53 / -20.90 eV

In the Mulliken picture, each atom carries the following charge in e: 0.9362, -1.1278, 0.7463, -0.5249, 0.2278, 0.4841, -0.2335, 0.4322, -0.8370, 0.3697, 0.3267, 0.3425, 0.2112, 0.3409, 0.3558, -0.1331, -0.1208, 0.6283, -0.8662, -0.5094, 1.4021, -0.3616, -0.8345, 0.1705, -0.1421, -1.0670, 0.1620, -0.5225, 0.5217, 0.4497, 0.4452, 0.5075, 0.4968, 0.4786, 0.4940, -0.8642, -0.7934, 0.2078, -0.7713, -0.9922, 1.2171, -1.5507, -0.3331, 0.3924, 0.2264, 0.2996, 0.4105, 0.4180, 0.4119, 0.3822, 0.2903, 0.4105, 0.3251, 0.4892, 0.2514, 0.3282, -0.0052

| no. | energy (eV) |
| --- | --- |
| 1 | -36856.921 |
| 2 | -16017.027 |
| 3 | -19235.261 |
| 4 | -46926.136 |